# 1
Molecular formula: C9H13N4O2
Method: DFT, wB97M-V/def2-TZVPD

Each line ends with the Mulliken charge.
Cartesian coordinates (Å):
N -2.91542 1.76998 1.03933  -0.44
C -2.51754 0.61685 0.43781  0.43
C -3.41654 -0.41338 0.03720  -0.69
C -3.03697 -1.70410 -0.29220  -0.80
C -1.62314 -1.97188 -0.38043  0.32
O -1.29396 -3.20574 -0.73396  -0.56
C -0.74658 -0.98871 -0.03183  0.18
C -1.12745 0.30985 0.33933  0.49
N -0.18062 1.31956 0.71900  0.22
N 0.96906 1.57419 0.27264  -0.70
C 1.43140 1.06435 -0.93960  -0.58
C 2.89611 0.54055 -0.96461  -0.56
C 3.05534 -0.32929 0.28958  -0.31
N 2.36967 -1.36599 0.47340  -0.19
O 2.34744 -1.98510 1.62896  -0.27
H -2.13910 2.50488 1.05593  0.25
H -3.88660 1.98558 1.27892  0.21
H -4.38137 -0.14956 0.29657  0.40
H -3.79775 -2.26765 -0.71884  0.48
H -0.33616 -3.47953 -0.89051  0.35
H 0.28571 -1.17149 -0.16841  0.14
H -0.36336 1.77678 1.61166  0.43
H 1.55089 1.90034 -1.66961  0.40
H 0.67096 0.26495 -1.33023  0.45
H 3.68561 1.36127 -1.02872  0.34
H 2.94469 -0.04354 -1.99832  0.31
H 3.82698 -0.01341 1.00545  0.38
H 2.97685 -1.56654 2.17445  0.32

Atomic forces in eV per Å
1.701 1.718 -0.207
1.186 -1.188 0.420
2.177 0.085 1.155
2.019 2.936 -0.295
-1.513 0.422 0.570
1.501 -2.006 -0.845
0.361 0.515 -0.618
-1.560 0.270 -0.259
1.059 -1.481 -0.580
-0.677 1.362 1.695
-0.989 -1.694 -2.957
0.133 -1.160 -0.978
1.671 0.444 -0.438
-1.392 0.856 -2.547
-0.712 -1.620 0.346
-2.696 -1.016 0.161
0.877 0.019 -0.324
-2.306 0.044 -0.275
-0.923 -1.782 -0.222
-1.733 1.265 0.566
0.874 -0.509 0.240
-0.049 0.232 -0.015
-0.905 -0.082 0.596
1.792 1.640 0.182
-1.259 -1.048 0.363
0.127 0.978 2.334
-0.289 0.071 0.165
1.525 0.730 1.763

The energy above the lowest of the compared OMol25 structures with the same formula, charge and spin comes out at 2.6480 eV. As for the lowest unoccupied orbital energy (alpha / beta): -5.3971 / -5.3916 eV. The molar mass is 209.229 u. The HOMO energy (alpha / beta) is -11.37 / -11.37 eV. As for the total energy: -19587.618 eV. The total charge is +1.

# 2
Molecular formula: C16H43BFO4S
Method: DFT, wB97M-V/def2-TZVPD

Each line ends with the Mulliken charge.
Cartesian coordinates (Å):
F -0.25734 3.61272 -1.45365  -0.42
B -0.44508 3.81723 -2.86773  0.40
S 0.83525 2.63917 -3.84883  -0.42
H -0.25981 4.98534 -3.16977  -0.22
H -1.53265 3.40758 -3.24842  -0.32
H 1.93125 2.90002 -3.10472  -0.01
C 0.73635 0.56923 -0.64822  2.56
C 2.05437 0.22736 -1.31124  -0.85
O 2.82054 -0.75434 -0.59874  -0.49
C 2.16745 -1.98720 -0.37640  0.34
C 1.67549 -2.67410 -1.63977  -0.87
H 0.89350 0.92385 0.37254  -0.44
H 0.23411 1.35184 -1.21728  -0.75
H 0.08048 -0.30236 -0.60705  -0.96
H 2.69883 1.10544 -1.34416  0.28
H 1.89190 -0.08426 -2.34650  0.35
H 1.32581 -1.86671 0.31762  -0.30
H 2.91209 -2.61041 0.12455  0.49
H 0.89590 -2.09461 -2.13555  -0.09
H 1.24917 -3.64592 -1.38113  0.41
H 2.49636 -2.82507 -2.34348  0.32
C -3.32448 -1.88719 -2.69086  -1.40
C -2.14222 -0.92981 -2.72397  1.11
O -2.43287 0.33243 -3.27512  -0.43
C -3.34676 1.13577 -2.55185  -0.56
C -2.84920 1.53528 -1.17209  -0.17
H -3.73741 -2.02321 -3.69265  0.38
H -2.99706 -2.85510 -2.30520  0.35
H -4.12163 -1.52425 -2.03857  0.30
H -1.34999 -1.33375 -3.35714  0.26
H -1.72128 -0.83184 -1.71806  -0.81
H -4.33027 0.64934 -2.49378  0.32
H -3.44589 2.03641 -3.15735  0.41
H -2.72801 0.67781 -0.50248  -0.17
H -3.57312 2.21260 -0.71276  0.45
H -1.90036 2.06686 -1.26233  -0.09
C -1.42774 -1.52437 2.03628  -1.07
C -2.37333 -2.20863 1.06749  0.12
O -1.78972 -3.29894 0.36816  -0.28
C -1.26118 -4.33712 1.16870  -0.29
C -2.28825 -5.01109 2.06338  -1.28
H -0.51906 -1.20725 1.52128  0.10
H -1.90843 -0.63881 2.45525  0.44
H -1.14982 -2.17711 2.86567  0.42
H -2.67137 -1.51712 0.28017  -0.22
H -3.28742 -2.52432 1.58512  0.39
H -0.41962 -3.97579 1.77188  0.28
H -0.85949 -5.05738 0.45399  0.39
H -2.68084 -4.32929 2.81921  0.28
H -1.82221 -5.84930 2.58527  0.43
H -3.12338 -5.39136 1.47261  0.29
C 3.21484 1.02593 2.47068  -0.59
C 2.14228 2.09741 2.55090  -0.21
O 2.25540 2.95128 3.68318  -0.47
C 3.44185 3.71846 3.74647  -0.31
C 3.63786 4.65787 2.56834  -1.05
H 3.21898 0.41358 3.37553  0.26
H 3.02383 0.38423 1.60810  0.02
H 4.21051 1.45317 2.33779  0.28
H 1.15806 1.63909 2.65524  0.17
H 2.12231 2.68114 1.62489  0.34
H 4.32004 3.07000 3.85638  0.27
H 3.34714 4.29350 4.66967  0.35
H 3.78098 4.11844 1.63171  0.29
H 4.52705 5.26938 2.73624  0.39
H 2.77732 5.31825 2.45255  0.28

Atomic forces in eV per Å
-0.060 0.033 -0.036
0.097 -0.090 -0.132
0.062 0.025 0.226
0.074 -0.057 0.082
0.015 0.070 0.031
-0.124 0.103 -0.184
0.026 -0.052 -0.009
-0.016 0.030 0.080
0.001 -0.040 -0.028
0.020 0.011 -0.017
0.007 -0.021 0.001
-0.015 0.014 -0.001
0.083 -0.005 0.022
-0.063 -0.005 -0.022
-0.017 0.003 -0.014
-0.009 -0.002 0.022
0.008 0.028 0.015
-0.026 -0.019 -0.004
0.006 -0.015 0.009
0.009 -0.003 -0.014
-0.016 0.013 0.001
0.009 -0.016 -0.014
0.035 -0.003 0.009
-0.092 -0.117 -0.136
0.106 0.107 0.078
-0.003 0.012 -0.031
0.001 0.008 0.020
-0.009 0.003 0.000
0.010 -0.012 0.000
-0.013 -0.025 0.009
0.018 0.016 0.028
-0.002 -0.017 0.001
-0.057 -0.026 0.012
-0.014 0.039 -0.032
0.000 0.002 0.010
-0.068 -0.044 0.058
0.032 0.033 -0.021
0.029 0.002 -0.048
-0.015 -0.017 -0.019
0.004 -0.001 -0.025
0.005 -0.033 0.001
-0.022 0.011 0.039
0.008 0.001 -0.020
-0.005 0.029 0.020
-0.023 0.043 0.024
0.009 -0.044 -0.009
-0.001 0.022 -0.019
0.008 -0.004 0.035
0.008 -0.008 -0.004
-0.018 -0.004 -0.009
0.004 0.020 0.012
-0.031 -0.020 -0.004
-0.033 -0.027 -0.021
0.047 -0.001 0.021
-0.035 0.023 0.014
0.010 0.028 0.001
0.010 0.023 -0.009
0.015 -0.015 0.013
-0.007 0.000 -0.007
0.020 -0.012 -0.020
-0.022 0.018 0.024
-0.017 -0.017 0.004
0.037 0.002 -0.016
0.012 0.011 0.014
-0.018 0.012 -0.003
0.007 -0.023 -0.009

As for the lowest unoccupied orbital energy: 2.5268 eV. The molar mass is 361.393 u. The HOMO energy is -4.08 eV. As for the total energy: -39710.080 eV. The total charge is -1.

# 3
Molecular formula: C39H31AsBrN2O2PPdS2
Method: DFT, wB97M-V/def2-TZVPD

Each line ends with the Mulliken charge.
Cartesian coordinates (Å):
Pd 1.02094 -0.29391 0.73227  0.01
S -0.65811 -1.22411 -0.98009  -0.43
C -1.97774 -0.29816 -0.44812  0.20
N -1.93139 0.77758 0.29335  -0.13
C -3.17554 1.26991 0.58691  -0.67
C -3.42797 2.39002 1.38591  -0.29
C -4.73345 2.79743 1.60029  -0.53
C -5.80469 2.10794 1.02975  -0.35
C -5.57728 0.99029 0.23802  -0.48
C -4.27155 0.57439 0.02354  0.64
S -3.64889 -0.77046 -0.88907  -0.34
H -2.58466 2.90313 1.83039  0.55
H -4.93094 3.66047 2.22597  0.35
H -6.82050 2.44010 1.21090  0.33
H -6.40915 0.45098 -0.20059  0.33
C 1.63419 3.30362 0.24503  -1.15
C 2.88857 3.65794 -0.55445  -1.37
As 4.53358 4.16444 0.40836  0.22
C 4.01130 5.90922 1.13077  0.75
C 2.87534 6.60435 0.72051  0.11
C 2.56057 7.83886 1.26738  -0.77
C 3.38572 8.40221 2.23413  -0.44
C 4.51685 7.71973 2.65282  -0.64
C 4.81995 6.47728 2.10865  -0.73
C 5.40348 4.81183 -1.24027  0.20
C 5.59627 6.15180 -1.56883  -0.28
C 6.23282 6.51139 -2.75086  -0.64
C 6.68429 5.53569 -3.62796  -0.41
C 6.50243 4.19609 -3.31074  -0.60
C 5.87617 3.84112 -2.12468  -0.52
P 1.59002 2.15251 1.72027  0.65
C 2.49141 3.23523 2.92986  0.69
C 3.75719 3.01463 3.47247  0.08
C 4.26368 3.84833 4.46392  -0.88
C 3.52803 4.93109 4.91900  -0.45
C 2.27044 5.17343 4.38056  -0.67
C 1.75711 4.32227 3.41529  -0.91
C 2.73175 0.79154 1.29386  -0.04
C 3.44858 0.07113 2.29113  -0.40
C 4.37715 -0.88308 1.95202  -0.79
C 4.60559 -1.21415 0.60018  -0.60
C 3.86928 -0.60444 -0.38502  -1.20
C 2.90423 0.39112 -0.07586  0.04
H 0.89812 2.88152 -0.44654  0.61
H 1.17385 4.21965 0.63193  0.67
H 2.66386 4.44320 -1.28237  0.83
H 3.23208 2.80136 -1.13580  0.60
H 2.22358 6.17581 -0.03149  0.27
H 1.66725 8.36012 0.94472  0.38
H 3.13780 9.36422 2.66677  0.34
H 5.15574 8.14347 3.41857  0.36
H 5.69019 5.93401 2.45948  0.35
H 5.24230 6.92566 -0.89826  0.34
H 6.37129 7.56001 -2.98824  0.37
H 7.17536 5.81619 -4.55218  0.34
H 6.85201 3.42450 -3.98620  0.37
H 5.75326 2.79036 -1.88002  0.44
H 4.35295 2.18367 3.11986  0.27
H 5.24695 3.64825 4.87711  0.39
H 3.92844 5.58140 5.68859  0.38
H 1.68016 6.01305 4.72953  0.40
H 0.75315 4.48664 3.03505  0.37
H 3.21152 0.26754 3.33071  0.64
H 4.90763 -1.41284 2.73554  0.36
H 5.33774 -1.97243 0.34439  0.35
H 4.01520 -0.87515 -1.42572  0.43
H 2.55594 1.00807 -0.89473  0.73
Br -2.30011 -5.24960 5.43472  -0.25
C -1.22898 -3.70568 5.77094  0.05
C -0.88920 -3.40759 7.07937  -0.14
N -0.14411 -2.35155 7.38935  -0.69
C 0.27450 -1.57343 6.38921  -0.11
C -0.02009 -1.80096 5.04911  -0.12
C -0.79902 -2.90428 4.73069  -0.32
C 0.50888 -0.87144 3.93710  0.55
O 1.20640 0.08073 4.32366  -0.68
O 0.19323 -1.23186 2.78226  -0.73
H -1.22814 -4.03824 7.89424  0.34
H 0.88200 -0.71195 6.63660  0.51
H -1.03268 -3.09233 3.69100  0.57

Atomic forces in eV per Å
0.047 -0.276 -0.200
0.146 0.059 0.184
0.064 0.266 0.149
-0.057 -0.055 0.007
-0.178 -0.055 -0.105
0.069 -0.076 -0.047
-0.003 -0.001 -0.002
-0.041 0.013 0.008
0.003 -0.028 -0.026
0.138 -0.020 -0.027
-0.082 0.061 0.047
-0.006 0.018 0.010
0.020 0.002 0.000
0.006 -0.001 -0.001
0.011 -0.006 0.002
-0.038 -0.053 0.028
0.057 -0.089 -0.011
-0.070 0.026 0.026
-0.048 0.020 -0.043
-0.001 -0.045 -0.041
0.036 0.030 0.053
-0.039 -0.006 -0.023
0.016 -0.026 -0.002
0.017 0.012 0.006
0.079 0.045 -0.014
-0.027 -0.027 0.032
0.008 -0.016 -0.013
-0.003 0.016 0.004
-0.006 -0.005 0.007
-0.011 -0.019 0.030
-0.131 -0.056 -0.029
0.130 0.086 0.001
-0.060 0.070 0.048
0.036 -0.058 -0.062
0.005 0.052 0.014
-0.033 -0.029 -0.002
0.069 0.009 0.025
-0.102 0.160 -0.047
0.191 -0.166 0.067
-0.077 0.099 0.114
-0.071 0.032 -0.190
0.148 -0.135 0.096
-0.124 0.095 -0.106
0.005 -0.032 0.003
0.020 -0.030 0.014
0.012 0.053 0.019
-0.050 0.037 0.014
0.014 0.017 0.009
-0.001 -0.003 -0.002
0.003 -0.001 0.000
-0.001 -0.001 0.000
-0.001 0.002 0.010
0.000 0.008 0.001
-0.001 -0.002 0.002
-0.001 -0.001 0.004
-0.001 -0.001 0.002
-0.002 -0.001 -0.011
0.007 0.009 -0.011
-0.015 0.002 -0.002
-0.003 0.002 0.001
0.004 0.011 -0.003
-0.005 0.003 0.005
0.049 -0.047 -0.095
-0.003 0.002 0.006
-0.004 -0.006 -0.015
0.023 -0.007 0.001
-0.010 0.000 0.053
0.007 0.013 0.000
-0.007 -0.013 -0.005
-0.012 -0.005 -0.064
0.036 0.038 0.105
-0.029 -0.014 -0.122
-0.074 -0.001 -0.019
0.024 0.012 0.056
0.150 -0.175 -0.040
-0.101 0.119 0.061
-0.112 0.089 0.045
0.002 0.001 -0.005
0.002 -0.001 0.029
-0.008 -0.001 -0.010

The energy above the lowest of the compared OMol25 structures with the same formula, charge and spin comes out at 0.7508 eV. As for the lowest unoccupied orbital energy: 3.8727 eV. The molar mass is 916.043 u. The HOMO energy is -1.25 eV. As for the total energy: -213343.994 eV. The total charge is -2.

# 4
Molecular formula: C7H7NP
Method: DFT, wB97M-V/def2-TZVPD

Each line ends with the Mulliken charge.
Cartesian coordinates (Å):
C -2.95216 -1.11104 0.10682  -0.64
C -2.46750 0.11348 0.12775  -0.39
C -1.01043 0.21305 0.09997  1.23
C -0.19006 -0.84654 -0.14303  -0.11
C 1.07133 -0.90701 -0.24385  -0.05
N 1.89553 0.06431 -0.09253  -0.14
P 3.73579 -0.18292 0.05351  -0.03
C 1.26666 1.20819 0.09217  0.07
C -0.15184 1.39033 0.06082  -0.77
H -4.02382 -1.32505 0.30190  0.27
H -2.28601 -2.00903 -0.00722  0.20
H -3.13728 0.92416 0.45704  0.30
H 3.80239 -0.35313 -1.39795  0.15
H 3.36657 -1.58509 0.04529  0.13
H 1.81818 2.06805 0.27037  0.45
H -0.73736 2.33825 0.26894  0.32

Atomic forces in eV per Å
-0.905 -2.041 0.259
0.175 0.773 1.411
-0.241 1.248 -1.496
3.748 -0.779 -0.429
-4.826 -2.109 0.214
2.492 0.241 0.259
-1.092 -1.264 -1.576
-3.700 2.323 -0.126
-0.362 -1.035 1.451
0.868 0.207 -0.369
-0.766 0.947 -0.061
0.708 -0.084 -0.626
0.286 0.496 0.834
0.730 0.549 0.508
1.354 1.386 0.170
1.531 -0.857 -0.424

The energy above the lowest of the compared OMol25 structures with the same formula, charge and spin comes out at 0.5197 eV. As for the lowest unoccupied orbital energy (alpha / beta): -5.4437 / -5.4427 eV. The molar mass is 136.114 u. The HOMO energy (alpha / beta) is -14.02 / -14.02 eV. As for the total energy: -18138.796 eV. The total charge is +1.

# 5
Molecular formula: C4H17NO3
Method: DFT, wB97M-V/def2-TZVPD

Each line ends with the Mulliken charge.
Cartesian coordinates (Å):
C 1.91758 -1.29397 -1.07389  -1.27
C 0.92513 -0.17693 -1.27852  -0.56
N -0.05501 -0.01836 -0.17825  0.14
C -0.73880 1.25011 -0.33676  -1.10
C -1.02825 -1.09844 -0.22633  -1.04
H 2.28034 -1.36542 -0.04523  0.26
H 1.46724 -2.29441 -1.19161  0.36
H 2.75088 -1.25619 -1.77367  0.38
H 0.31684 -0.30503 -2.19408  0.47
H 1.46377 0.76303 -1.36862  0.35
H -1.32716 1.28998 -1.28042  0.35
H -0.04802 2.08852 -0.47108  0.28
H -1.44992 1.41747 0.46860  0.36
H -1.77113 -0.98719 -1.02166  0.32
H -0.53666 -2.03887 -0.49961  0.41
H -1.51299 -1.24602 0.73927  0.26
O -3.90223 1.16512 0.36813  -0.60
H -4.35248 0.60938 1.00766  0.30
H -4.33733 1.03848 -0.47793  0.31
O 2.58477 1.27853 1.02135  -0.60
H 3.05784 2.04013 1.37703  0.28
H 2.11248 0.91141 1.78689  0.36
O 0.78375 -0.32377 2.49228  -0.74
H 0.49247 -0.17622 1.56229  0.41
H 0.90688 -1.27132 2.59417  0.31

Atomic forces in eV per Å
-0.357 -1.415 0.363
-0.537 0.344 0.115
0.336 -0.073 -0.405
-0.405 0.595 -0.749
0.232 -0.869 -0.152
0.256 0.667 -0.107
-0.064 0.315 -0.364
0.017 0.202 0.087
0.430 -0.083 -0.112
0.006 0.064 0.081
-0.011 -0.335 0.224
0.163 -0.246 0.625
0.159 0.096 0.078
-0.258 0.428 0.028
0.136 0.115 0.385
-0.149 0.163 -0.078
0.198 0.184 0.068
-0.156 -0.083 -0.071
-0.134 -0.114 0.030
0.158 0.337 0.222
-0.035 -0.105 -0.132
0.020 -0.200 -0.087
-0.003 0.186 0.253
-0.035 -0.207 -0.234
0.031 0.037 -0.068

The energy above the lowest of the compared OMol25 structures with the same formula, charge and spin comes out at 0.6182 eV. As for the lowest unoccupied orbital energy: 0.6749 eV. The molar mass is 127.184 u. The HOMO energy is -8.98 eV. As for the total energy: -12056.128 eV. The total charge is 0.

Q: What is the total charge in the second record?
A: -1